Formula: C3H4ClFOS
Source: the Open Molecules 2025 dataset
Level of theory: ωB97M-V/def2-TZVPD

XYZ file:
```
11
Properties=species:S:1:pos:R:3:forces:R:3
Cl 1.079 0.914 -1.344 -0.3 -0.1 -0.5
S -1.929 0.020 1.213 -0.7 -0.5 0.1
F -0.565 -1.131 -1.251 0.6 0.7 0.3
O 0.475 0.911 1.458 0.5 1.3 -0.5
C 1.400 -1.366 0.025 1.2 0.1 -0.9
C 0.301 -0.434 -0.437 -1.1 -0.9 0.5
C -0.426 0.178 0.749 1.5 1.1 -0.1
H 1.083 -2.288 0.567 0.0 1.0 -0.3
H 1.070 1.469 0.849 -1.1 -1.4 1.0
H 1.809 -1.634 -0.975 0.3 -0.4 0.9
H 2.179 -0.760 0.567 -0.9 -0.9 -0.4
```
Forces are in eV/Å.

For the HOMO-LUMO gap, the calculation gives 9.04 eV. The HOMO energy is -9.320 eV. As for the total charge: 0. The SMILES is C[C@](F)(Cl)C(O)=S. As for the electronic energy: -1150.1736 Ha.